# 1
The following is a quantum chemistry calculation of a structure of composition C34H47BClIrN7OS3, from the Open Molecules 2025 dataset.

Geometry as XYZ:
```
95
C34H47BClIrN7OS3, DFT ωB97M-V with the def2-TZVPD basis set
H 0.39632 0.39110 4.00397
C 2.18910 3.22422 -2.47247
C -1.16520 1.41002 2.98987
C -3.34158 -3.17484 2.97950
C 4.24170 -0.49086 3.19847
H -1.47240 2.61980 -0.02285
C -0.60171 0.17188 3.63040
C -3.98124 -0.54470 2.39574
N 1.72515 -1.41171 -2.29480
Ir -0.36185 -0.20534 0.64483
C -2.44789 -0.58215 0.36434
C 0.88465 -2.73893 -3.84084
N -1.10793 1.50179 1.65213
C -0.93878 -4.84955 -3.76101
S -0.58369 0.61869 -1.53292
C 0.00144 -5.23175 -1.49325
H -1.41162 -4.15714 -4.45797
C -1.58846 3.20056 -2.93087
H -2.23452 3.95111 -3.38559
H -0.60178 5.00709 -4.53793
N 0.86186 2.85325 -2.35309
H 5.50050 -2.15133 1.46752
H -0.04480 -5.27611 -4.21625
H 4.01022 2.02478 -2.19199
C 0.19282 4.36154 -4.16708
C 2.94239 2.15019 -2.18097
H 3.81631 0.75668 4.84921
H -4.64124 -2.95103 4.67809
B 2.68457 -0.31409 -1.74382
N 2.09306 1.10949 -1.88048
C -1.52853 2.62329 1.05499
H 2.40869 -1.22031 -4.31676
C -2.80414 -2.54936 1.86568
C -4.20723 -2.47464 3.80990
N 3.25212 -0.65382 -0.34319
H -1.63698 -5.66656 -3.58771
C -0.64466 -4.19863 -2.41329
H -0.98706 5.70057 -2.05978
H 4.50634 -2.63219 3.54840
N 0.32378 -3.06018 -2.62293
S 1.73238 0.95762 1.24417
H -3.09684 -4.20707 3.19070
H 1.10431 4.95491 -4.14652
H 2.85938 -2.04127 3.81755
H -0.67034 -6.08400 -1.39385
C 0.83097 1.56290 -1.94010
C 0.83437 -2.21453 -1.70552
C -0.23737 4.96681 -1.76402
H -2.03881 2.90732 -1.98853
C 4.29316 -1.55408 -0.26136
H -0.48479 4.59515 -0.76977
C -2.07642 3.61036 3.14883
Cl -4.47652 1.08637 2.05791
H -2.33248 4.58873 1.24359
H 2.39377 0.42975 3.86104
C 3.91749 -1.79571 3.92357
C -4.53287 -1.16247 3.51043
C -2.00606 3.70135 1.76700
H 0.19116 -4.83970 -0.49578
S 0.46730 -2.18213 0.01166
H 4.14114 -1.68245 4.98396
H -1.22170 -0.15298 4.46558
H -2.47357 -1.25202 -0.49404
H 6.37406 -0.95912 2.95453
H -5.22632 -0.61069 4.13035
C 5.73051 -0.15107 3.29699
C 3.01923 -0.16036 0.88722
H 4.66544 -2.07033 -1.12822
H 3.62802 -0.34097 -2.48395
H 5.97704 0.03922 4.34076
C 4.70574 -1.58908 1.01633
H -1.70339 2.33316 4.83993
H 0.72375 5.47748 -1.70308
C -0.20954 3.83312 -2.78544
H -2.67486 -4.44714 -1.76825
H -1.26069 -1.47346 2.74177
H 0.94095 -5.58934 -1.91601
H 0.64216 -3.25920 -4.74639
H -2.13819 -3.10384 1.21100
H -1.79064 -3.24342 -0.83574
H -1.57185 2.33367 -3.59150
O -0.46064 -0.91164 2.69392
C -1.94193 -3.64369 -1.83614
H 5.96114 0.74704 2.72315
C 1.75554 -1.72973 -3.63126
C 3.45555 0.64810 3.82661
H 3.60824 1.59448 3.31025
C -3.09807 -1.21392 1.54214
N 3.92442 -0.70315 1.73601
H 0.32254 3.54155 -4.87401
H -2.92043 0.35440 0.08304
H -2.45950 4.43266 3.73776
H 2.48599 4.20841 -2.77846
H -2.34904 -2.86078 -2.47777
C -1.65758 2.44465 3.76481
```

## Properties
Lowest unoccupied orbital energy (alpha / beta) (eV): -4.96 / -7.47
HOMO-LUMO gap (alpha / beta) (eV): 8.1 / 5.7
Electronic energy (a.u.): -3566.0007
HOMO level (alpha / beta) (eV): -13.066 / -13.208
ΔE to the lowest compared entry with this formula, charge and spin (kcal/mol): 0.00
Charge: +2
2S+1: 2

***

# 2
The following is a quantum chemistry calculation of a structure of composition C34H47BN10OPbS6, from the Open Molecules 2025 dataset.

Geometry as XYZ:
```
100
C34H47BN10OPbS6, DFT ωB97M-V with the def2-TZVPD basis set
H -0.26746 4.32250 -2.98232
C 2.40685 3.38678 0.75885
N 3.04885 -7.73677 1.60507
S 2.30542 -0.02777 2.74930
C 2.28803 4.53720 -2.07994
C -0.14053 -0.55206 -2.01730
N -0.69751 -0.45092 1.71401
H -1.66795 -3.32523 4.48902
H -3.08264 -2.40701 5.01491
H 4.63479 -5.24012 -5.37605
C -1.15505 -1.57565 2.28055
C 1.42758 3.09908 -0.23905
N 1.11449 1.01709 0.65485
H -5.52161 0.59651 0.35456
H -3.85755 2.56602 2.72043
H 4.53427 1.93955 2.68517
H 1.17439 5.81231 0.10991
H 2.01165 -7.50233 -5.59735
H -3.88672 0.13021 0.86452
C 3.23131 -4.85728 -3.95789
C -0.69525 -0.77772 -4.48542
C 2.72442 2.45701 1.68477
H -1.95664 1.70901 5.86898
H 2.89737 4.35208 0.76869
N 2.53198 -5.95386 -4.33347
C -1.21186 3.33876 2.90599
H 3.74859 -7.27247 -5.45236
H -3.00863 0.31307 -3.62985
C -3.97436 1.10730 -1.07254
B 0.27756 -0.23101 0.46993
H -0.36992 2.16784 5.23957
H 0.20363 -0.25024 -4.80785
C 0.45437 5.35474 -0.57115
S -0.83732 -3.19418 1.80142
H 2.77384 -6.13948 -6.41939
H -3.06637 2.46373 0.35124
S 3.29843 -4.30729 0.36853
C -2.25752 -0.22619 3.91425
C -4.95278 1.19085 -2.24295
H 2.72317 3.67416 -2.58684
C -3.75512 2.50916 -0.49308
H -5.90213 1.59509 -1.88920
N -1.00782 0.77161 2.18410
H 0.37954 2.68430 -2.77085
C 3.12835 -5.16463 1.84204
H -1.50599 -0.57713 -5.18427
C 2.03266 1.18671 1.64564
N 4.30312 -4.55211 -4.72260
H -3.10371 -3.29537 3.47597
H 4.61503 -2.53789 -4.28061
C -2.49070 -2.69354 4.14810
H -1.53477 3.30485 1.86524
Pb 1.57971 -2.28500 0.55621
C -0.00308 3.56086 -2.24600
C 2.78928 -6.74836 -5.51108
H 3.29711 2.57841 3.73648
H 1.74237 -6.16374 -3.74901
H -4.58766 1.85149 -3.03212
S 2.76934 -3.96203 -2.63029
N 0.82524 1.95992 -0.27541
N -0.56147 -0.14987 -0.79466
H -0.90519 3.25841 -1.71279
C 2.74081 -5.36979 4.22902
N -1.76971 0.38289 -0.54318
H -4.03020 1.93241 4.36306
C -2.62482 0.53869 -1.50080
S 2.83992 -2.88021 3.19298
C -1.07904 -0.36150 -3.10396
H -2.87598 -0.10502 4.79414
S 1.33055 -1.29006 -2.32220
C 5.19212 -3.45156 -4.40714
C -1.43600 2.39906 5.20283
H -3.64219 3.63382 4.11397
H 0.16382 6.10921 -1.30449
C -1.73301 0.90824 3.24787
H -0.44810 -1.84027 -4.50146
H 4.17904 3.68439 2.65394
H -0.13678 3.15084 2.92089
H -4.73062 -0.81194 -0.37020
H -1.58301 3.40820 5.59119
H 2.02002 5.27832 -2.83500
O -0.48360 -3.23543 0.25923
C -3.46415 2.62524 3.73716
C -4.56451 0.19733 0.01232
H -4.70485 2.92836 -0.15338
C -1.97767 -1.46939 3.45295
C 3.08248 -6.59221 1.72358
H -1.39590 4.34003 3.29995
C 1.04040 4.12989 -1.28622
C 2.94792 -4.55905 3.05903
H 3.05419 4.97842 -1.44022
C 3.74526 2.69002 2.74821
H 5.88933 -3.32814 -5.23392
N 2.57181 -5.99146 5.18166
H -3.33432 3.18370 -1.24232
C -2.29229 0.17427 -2.83192
H -5.15214 0.20843 -2.67582
H 5.74602 -3.63204 -3.48424
H -0.43098 5.07812 0.00542
C -1.96121 2.31886 3.76252
```

## Properties
Lowest unoccupied orbital energy (eV): -1.11
HOMO-LUMO gap (eV): 5.9
Electronic energy (a.u.): -4553.4242
HOMO level (eV): -6.999
ΔE to the lowest compared entry with this formula, charge and spin (kcal/mol): 20.15
2S+1: 1